1.
C32H32N5O5SbV | ωB97M-V/def2-TZVPD

**Gap between HOMO and LUMO**: 4.7 eV
**LUMO level**: -10.9 eV

```
! wB97M-V def2-TZVPD RIJCOSX def2/J DEFGRID3
* xyz 3 1
V -1.0723 -0.6022 0.7212
C -0.1683 -0.7543 4.9408
C -0.5573 -1.0144 3.5388
N -0.7639 -0.0959 2.6502
N -0.6179 1.2256 2.9554
C -0.7360 1.9159 1.8669
O -0.9045 1.2186 0.7134
C -0.8053 3.3604 1.8579
C -0.5842 4.0719 3.0426
C -0.7028 5.4475 3.0382
C -1.0406 6.1136 1.8643
C -1.2507 5.4102 0.6839
C -1.1280 4.0342 0.6764
C -0.7391 -2.3611 2.9840
C -0.6205 -3.5327 3.6953
C -0.8466 -4.7380 3.0385
C -1.1858 -4.7341 1.6932
C -1.2862 -3.5261 1.0321
N -1.0566 -2.3652 1.6648
H -0.0141 0.3056 5.1084
H -0.9513 -1.1142 5.6146
H 0.7460 -1.3033 5.1786
H -0.3192 3.5450 3.9482
H -0.5315 6.0062 3.9475
H -1.1366 7.1911 1.8693
H -1.5050 5.9408 -0.2231
H -1.2756 3.4779 -0.2398
H -0.3595 -3.5078 4.7441
H -0.7618 -5.6729 3.5771
H -1.3719 -5.6543 1.1579
H -1.5360 -3.4740 -0.0191
O -2.5789 -0.6999 0.1485
O -3.8692 -0.7954 -0.3102
C -6.3682 -0.6433 -1.7646
Sb -4.3619 -0.3783 -2.2722
C -3.9290 1.6601 -2.4242
C -3.6671 -2.0650 -3.2935
H -6.9828 -0.3779 -2.6264
H -6.6012 0.0117 -0.9269
H -6.5293 -1.6862 -1.4993
H -3.9717 1.9429 -3.4750
H -2.9308 1.8101 -2.0308
H -4.7020 2.1592 -1.8430
H -3.2185 -1.7606 -4.2343
H -4.5294 -2.7124 -3.4386
H -2.9209 -2.5177 -2.6459
O -1.1702 -0.0601 -2.8192
C -0.1421 -0.2249 -2.1980
N 1.1220 0.0796 -2.4834
C 2.1097 -0.2280 -1.4194
C 1.1244 -0.6226 -0.3467
O 1.1479 -0.7960 0.8792
N -0.1169 -0.7941 -0.8934
C 2.9320 -1.4785 -1.7801
C 3.3424 -1.6527 -3.0968
C 4.1167 -2.7489 -3.4403
C 4.4827 -3.6755 -2.4724
C 4.0891 -3.4902 -1.1570
C 3.3134 -2.3918 -0.8067
C 2.9914 0.9632 -1.0680
C 3.5681 1.0418 0.1940
C 4.4654 2.0603 0.4805
C 4.7953 2.9962 -0.4889
C 4.2096 2.9244 -1.7428
C 3.3095 1.9085 -2.0345
H 1.3762 0.4726 -3.3761
H 3.0954 -0.9283 -3.8631
H 4.4473 -2.8714 -4.4626
H 5.0849 -4.5316 -2.7437
H 4.3972 -4.1932 -0.3950
H 3.0457 -2.2454 0.2336
H 3.3374 0.3071 0.9549
H 4.9161 2.1162 1.4621
H 5.5191 3.7700 -0.2731
H 4.4551 3.6557 -2.5007
H 2.8790 1.8767 -3.0276
*
```

Formally, the Mulliken partial charges of the atoms, in units of the elementary charge, are as follows: atom 1 (V): -0.77, atom 2 (C): -1.66, atom 3 (C): 1.33, atom 4 (N): 1.42, atom 5 (N): -1.29, atom 6 (C): 0.70, atom 7 (O): -0.04, atom 8 (C): 0.53, atom 9 (C): -0.36, atom 10 (C): -0.79, atom 11 (C): -0.42, atom 12 (C): -0.83, atom 13 (C): -0.32, atom 14 (C): 0.29, atom 15 (C): -0.72, atom 16 (C): -0.49, atom 17 (C): -0.90, atom 18 (C): -0.09, atom 19 (N): 0.20, atom 20 (H): 0.34, atom 21 (H): 0.42, atom 22 (H): 0.42, atom 23 (H): 0.49, atom 24 (H): 0.44, atom 25 (H): 0.43, atom 26 (H): 0.44, atom 27 (H): 0.37, atom 28 (H): 0.55, atom 29 (H): 0.47, atom 30 (H): 0.48, atom 31 (H): 0.55, atom 32 (O): -0.14, atom 33 (O): -0.59, atom 34 (C): -1.12, atom 35 (Sb): 1.33, atom 36 (C): -0.81, atom 37 (C): -0.92, atom 38 (H): 0.42, atom 39 (H): 0.38, atom 40 (H): 0.39, atom 41 (H): 0.43, atom 42 (H): 0.09, atom 43 (H): 0.41, atom 44 (H): 0.39, atom 45 (H): 0.45, atom 46 (H): 0.18, atom 47 (O): -0.65, atom 48 (C): -0.29, atom 49 (N): 0.31, atom 50 (C): 3.28, atom 51 (C): 0.21, atom 52 (O): -0.44, atom 53 (N): 0.12, atom 54 (C): -0.17, atom 55 (C): -0.37, atom 56 (C): -0.99, atom 57 (C): -0.49, atom 58 (C): -1.03, atom 59 (C): -0.07, atom 60 (C): -0.13, atom 61 (C): -0.08, atom 62 (C): -1.04, atom 63 (C): -0.53, atom 64 (C): -0.96, atom 65 (C): -0.30, atom 66 (H): 0.37, atom 67 (H): 0.29, atom 68 (H): 0.43, atom 69 (H): 0.44, atom 70 (H): 0.44, atom 71 (H): 0.48, atom 72 (H): 0.47, atom 73 (H): 0.45, atom 74 (H): 0.45, atom 75 (H): 0.45, atom 76 (H): 0.28


2.
C32H33BiBrN2OS2 | ωB97M-V/def2-TZVPD

**Gap between HOMO and LUMO**: 6.8 eV
**LUMO level**: 2.5 eV

```
! wB97M-V def2-TZVPD RIJCOSX def2/J DEFGRID3
* xyz -1 1
Bi 1.1320 0.6124 0.1398
C -3.0024 -1.7666 -0.6078
C -1.9090 -0.9298 0.0011
N -0.6711 -1.0764 -0.3521
N -0.4547 -2.1336 -1.2432
C 0.5692 -2.0239 -2.0026
S 1.6761 -0.7083 -2.2230
S 0.9121 -3.4635 -3.0172
C 0.6383 -4.8247 -1.8416
C -0.7754 -5.2495 -1.5427
C -1.3096 -5.0922 -0.2693
C -2.6004 -5.5121 0.0157
C -3.3815 -6.0891 -0.9760
C -2.8559 -6.2518 -2.2512
C -1.5606 -5.8395 -2.5267
C -2.3025 0.1165 0.9544
C -3.6112 0.6235 0.8808
C -4.0814 1.5898 1.7395
C -3.2258 2.0523 2.7484
C -1.9462 1.5749 2.8584
C -1.4158 0.6167 1.9507
O -0.1802 0.2416 2.0643
H -2.6195 -2.7248 -0.9394
H -3.8215 -1.9050 0.0946
H -3.3952 -1.2473 -1.4876
H 1.1703 -5.6561 -2.3111
H 1.1685 -4.5856 -0.9204
H -0.7144 -4.6139 0.4985
H -3.0020 -5.3706 1.0111
H -4.3940 -6.4046 -0.7593
H -3.4560 -6.7010 -3.0326
H -1.1566 -5.9580 -3.5258
H -4.2666 0.2600 0.1000
H -5.0836 1.9812 1.6336
H -3.5768 2.8024 3.4489
H -1.2718 1.9315 3.6277
C 3.7923 1.6351 -0.0349
C 3.9511 0.9682 1.1949
C 3.1306 1.6046 2.1457
C 2.4789 2.6907 1.5243
C 2.8806 2.7152 0.1565
C 2.6288 3.7914 -0.8601
C 1.6190 3.6800 2.2587
C 2.9549 1.1948 3.5770
C 4.7796 -0.2587 1.4447
C 4.5252 1.3670 -1.3168
H 3.5684 4.2252 -1.2163
H 2.0333 4.6040 -0.4397
H 2.0843 3.4364 -1.7405
H 2.1154 4.0177 3.1734
H 0.6510 3.2705 2.5670
H 1.4219 4.5697 1.6570
H 3.5607 1.8012 4.2605
H 3.2449 0.1534 3.7289
H 1.9125 1.2785 3.8914
H 5.5528 -0.0811 2.1988
H 5.2871 -0.5859 0.5370
H 4.1810 -1.1034 1.7996
H 5.3926 2.0277 -1.4336
H 3.8920 1.5250 -2.1937
H 4.8866 0.3401 -1.3759
Br -3.6827 4.7550 -2.7929
C -2.3580 3.6271 -2.0215
C -2.0755 2.4084 -2.6154
C -1.1130 1.5888 -2.0402
C -0.4287 1.9674 -0.8870
C -0.7336 3.2035 -0.3288
C -1.6987 4.0401 -0.8797
H -2.5998 2.1048 -3.5118
H -0.8931 0.6380 -2.5141
H -0.2303 3.5335 0.5716
H -1.9370 4.9908 -0.4220
*
```

Formally, the Mulliken partial charges of the atoms, in units of the elementary charge, are as follows: atom 1 (Bi): 1.18, atom 2 (C): -1.67, atom 3 (C): 0.86, atom 4 (N): 0.60, atom 5 (N): -0.89, atom 6 (C): 0.18, atom 7 (S): -0.46, atom 8 (S): -0.15, atom 9 (C): -1.42, atom 10 (C): 0.93, atom 11 (C): -0.22, atom 12 (C): -0.53, atom 13 (C): -0.42, atom 14 (C): -0.55, atom 15 (C): -0.35, atom 16 (C): 0.23, atom 17 (C): -0.72, atom 18 (C): -0.87, atom 19 (C): -0.48, atom 20 (C): -0.43, atom 21 (C): 0.74, atom 22 (O): -1.11, atom 23 (H): 0.21, atom 24 (H): 0.51, atom 25 (H): 0.30, atom 26 (H): 0.53, atom 27 (H): 0.41, atom 28 (H): 0.21, atom 29 (H): 0.38, atom 30 (H): 0.38, atom 31 (H): 0.37, atom 32 (H): 0.35, atom 33 (H): 0.38, atom 34 (H): 0.39, atom 35 (H): 0.37, atom 36 (H): 0.38, atom 37 (C): 0.11, atom 38 (C): 0.70, atom 39 (C): 0.66, atom 40 (C): 0.91, atom 41 (C): 0.81, atom 42 (C): -1.52, atom 43 (C): -1.89, atom 44 (C): -1.64, atom 45 (C): -1.83, atom 46 (C): -1.66, atom 47 (H): 0.43, atom 48 (H): 0.36, atom 49 (H): 0.20, atom 50 (H): 0.47, atom 51 (H): 0.10, atom 52 (H): 0.39, atom 53 (H): 0.30, atom 54 (H): 0.42, atom 55 (H): 0.27, atom 56 (H): 0.35, atom 57 (H): 0.40, atom 58 (H): 0.30, atom 59 (H): 0.29, atom 60 (H): 0.30, atom 61 (H): 0.42, atom 62 (Br): -0.24, atom 63 (C): -0.07, atom 64 (C): -0.62, atom 65 (C): -0.61, atom 66 (C): 0.84, atom 67 (C): -0.09, atom 68 (C): -0.74, atom 69 (H): 0.43, atom 70 (H): 0.23, atom 71 (H): 0.18, atom 72 (H): 0.44


3.
C32H33Cl2IrNO5Sb | ωB97M-V/def2-TZVPD

**Gap between HOMO and LUMO (spin up / spin down)**: 6.8 / 6.5 eV
**LUMO level (spin up / spin down)**: -1.6 / -2.3 eV

```
! wB97M-V def2-TZVPD RIJCOSX def2/J DEFGRID3
* xyz 0 1
Ir -0.1947 0.1616 -0.2141
N 1.3368 -1.2760 0.9947
C 1.4389 -0.7438 2.3473
C 0.0456 -0.2517 2.8588
O -0.1109 -0.0361 4.0401
O -0.8441 -0.1110 1.9600
H 0.8705 -2.1803 0.9961
H 2.2496 -1.3892 0.5664
H 2.1035 0.1233 2.3393
H 1.8206 -1.4723 3.0708
Cl 1.0313 2.0313 -0.6046
C -1.4116 2.1545 -2.9007
C -0.4099 1.7188 -3.9259
C -0.2178 2.5328 -5.0324
C 0.7153 2.2113 -6.0012
Cl 0.9165 3.2290 -7.3821
C 1.4936 1.0763 -5.8692
C 1.2966 0.2438 -4.7836
C 0.3392 0.5378 -3.8175
O 0.0701 -0.3123 -2.7691
C 0.4792 -1.6620 -2.8843
C -0.2489 -2.5191 -1.7913
O -0.0898 -3.7198 -1.8158
O -0.9357 -1.8528 -0.9572
H -1.1933 3.1747 -2.5921
H -1.3790 1.5198 -2.0127
H -2.4187 2.1260 -3.3127
H -0.8234 3.4192 -5.1361
H 2.2344 0.8352 -6.6149
H 1.9043 -0.6410 -4.7029
H 1.5580 -1.7666 -2.7219
H 0.2229 -2.0725 -3.8647
C -6.3766 -1.0352 -0.5388
C -5.5195 -0.9346 -1.7638
C -6.1018 -1.1459 -3.0098
C -5.3596 -1.1088 -4.1759
C -3.9972 -0.8770 -4.1120
C -3.4036 -0.6517 -2.8824
C -4.1547 -0.6527 -1.7172
Sb -3.1061 -0.0701 0.0977
C -4.0844 1.8881 0.3518
C -5.0948 2.2511 -0.5240
C -5.6981 3.4943 -0.4229
C -5.2648 4.3891 0.5392
C -4.2291 4.0414 1.3878
C -3.6162 2.7942 1.3029
C -2.4639 2.4612 2.1926
C -3.9040 -1.5990 1.4185
C -3.5373 -2.8759 1.0083
C -3.9857 -3.9878 1.6971
C -4.8006 -3.8238 2.8065
C -5.1599 -2.5531 3.2080
C -4.7178 -1.4184 2.5294
C -5.1719 -0.0867 3.0397
H -7.4258 -0.9697 -0.8174
H -6.1534 -0.2478 0.1789
H -6.2131 -1.9962 -0.0504
H -7.1628 -1.3446 -3.0663
H -5.8456 -1.2677 -5.1277
H -3.3997 -0.8583 -5.0112
H -2.3361 -0.5045 -2.8222
H -5.4202 1.5654 -1.2923
H -6.5001 3.7583 -1.0961
H -5.7231 5.3633 0.6235
H -3.8730 4.7483 2.1251
H -2.3908 3.1597 3.0231
H -1.5313 2.5076 1.6216
H -2.5416 1.4485 2.5890
H -2.8944 -2.9983 0.1452
H -3.6978 -4.9766 1.3721
H -5.1484 -4.6815 3.3635
H -5.7964 -2.4191 4.0713
H -6.2496 -0.1023 3.2022
H -4.9390 0.7224 2.3525
H -4.6949 0.1242 3.9965
*
```

Formally, the Mulliken partial charges of the atoms, in units of the elementary charge, are as follows: atom 1 (Ir): 2.99, atom 2 (N): -0.56, atom 3 (C): -0.63, atom 4 (C): 0.39, atom 5 (O): -0.67, atom 6 (O): -0.73, atom 7 (H): 0.24, atom 8 (H): 0.24, atom 9 (H): 0.30, atom 10 (H): 0.37, atom 11 (Cl): -0.50, atom 12 (C): -0.49, atom 13 (C): 1.10, atom 14 (C): -0.83, atom 15 (C): 0.11, atom 16 (Cl): -0.23, atom 17 (C): -0.79, atom 18 (C): -0.69, atom 19 (C): 0.01, atom 20 (O): 0.25, atom 21 (C): -0.55, atom 22 (C): -0.06, atom 23 (O): -0.68, atom 24 (O): -0.53, atom 25 (H): 0.58, atom 26 (H): -0.88, atom 27 (H): 0.41, atom 28 (H): 0.49, atom 29 (H): 0.45, atom 30 (H): 0.45, atom 31 (H): 0.42, atom 32 (H): 0.52, atom 33 (C): -1.22, atom 34 (C): 1.28, atom 35 (C): -0.71, atom 36 (C): -0.88, atom 37 (C): -1.05, atom 38 (C): -1.52, atom 39 (C): 0.18, atom 40 (Sb): -0.07, atom 41 (C): 0.98, atom 42 (C): -0.74, atom 43 (C): -0.95, atom 44 (C): -0.71, atom 45 (C): -0.70, atom 46 (C): 0.93, atom 47 (C): -1.11, atom 48 (C): 0.70, atom 49 (C): -0.92, atom 50 (C): -0.85, atom 51 (C): -0.61, atom 52 (C): -0.67, atom 53 (C): 1.22, atom 54 (C): -1.47, atom 55 (H): 0.51, atom 56 (H): 0.12, atom 57 (H): 0.29, atom 58 (H): 0.44, atom 59 (H): 0.39, atom 60 (H): 0.54, atom 61 (H): 1.10, atom 62 (H): 0.43, atom 63 (H): 0.47, atom 64 (H): 0.39, atom 65 (H): 0.43, atom 66 (H): 0.51, atom 67 (H): 0.16, atom 68 (H): 0.07, atom 69 (H): 0.43, atom 70 (H): 0.47, atom 71 (H): 0.40, atom 72 (H): 0.45, atom 73 (H): 0.52, atom 74 (H): -0.16, atom 75 (H): 0.45